The following is a DFT calculation (wB97M-V/def2-TZVPD) of a 15-piece molecular cluster, C56H155N13O17 overall.

```
! RIJCOSX wB97M-V def2-TZVPD def2/J DEFGRID3
* xyz 0 1
C -7.804 0.861 0.665
C -6.971 1.357 -0.524
C -5.844 2.273 -0.028
O -4.842 1.613 0.738
C -3.506 2.008 0.411
N -6.421 0.253 -1.314
H -8.339 1.722 1.075
H -7.104 0.556 1.447
H -8.461 0.035 0.398
H -7.657 1.915 -1.168
H -6.314 3.066 0.556
H -5.371 2.630 -0.949
H -2.915 1.590 1.222
H -3.517 3.102 0.438
H -3.263 1.566 -0.557
H -5.535 -0.061 -0.930
H -7.022 -0.561 -1.263
C -4.062 -7.315 1.485
C -4.107 -5.841 1.058
C -3.266 -4.982 2.026
O -1.967 -4.675 1.541
C -1.312 -3.653 2.245
N -3.688 -5.756 -0.340
H -4.561 -7.914 0.722
H -4.519 -7.541 2.449
H -3.018 -7.614 1.602
H -5.116 -5.439 1.214
H -3.193 -5.445 3.016
H -3.792 -4.030 2.178
H -2.005 -2.908 2.642
H -0.583 -3.090 1.662
H -0.699 -4.077 3.049
H -4.391 -6.218 -0.903
H -3.676 -4.767 -0.585
C 3.476 4.909 -2.617
C 3.819 4.703 -1.153
C 5.173 4.100 -0.825
O 5.120 2.714 -1.122
C 6.164 1.942 -0.577
N 3.496 5.874 -0.339
H 3.658 3.966 -3.134
H 4.078 5.700 -3.081
H 2.459 5.258 -2.805
H 3.105 3.922 -0.838
H 5.359 4.128 0.258
H 5.996 4.684 -1.256
H 6.227 0.985 -1.098
H 6.014 1.685 0.477
H 7.107 2.459 -0.769
H 2.775 6.395 -0.817
H 3.092 5.580 0.547
C -0.301 -3.251 -5.627
C -1.641 -3.380 -4.930
C -2.193 -4.804 -4.937
O -2.522 -5.240 -6.237
C -3.603 -4.584 -6.875
N -1.575 -2.862 -3.557
H -0.321 -3.579 -6.671
H 0.515 -3.799 -5.146
H 0.014 -2.206 -5.673
H -2.286 -2.695 -5.493
H -3.112 -4.771 -4.333
H -1.564 -5.504 -4.388
H -4.509 -4.825 -6.310
H -3.703 -5.093 -7.832
H -3.444 -3.514 -7.011
H -1.054 -3.509 -2.965
H -0.996 -2.011 -3.447
C 5.639 1.706 3.818
C 4.170 1.675 3.393
C 3.248 1.658 4.619
O 3.673 0.591 5.441
C 2.950 0.540 6.653
N 3.799 2.877 2.652
H 5.879 2.553 4.472
H 6.175 1.885 2.883
H 5.971 0.860 4.413
H 3.970 0.794 2.781
H 2.193 1.503 4.352
H 3.239 2.654 5.085
H 3.214 -0.355 7.217
H 1.863 0.442 6.544
H 3.134 1.434 7.253
H 4.396 3.019 1.842
H 4.027 3.667 3.256
C -8.350 0.090 4.245
C -7.841 -1.303 4.671
C -7.089 -1.925 3.500
O -6.053 -1.084 3.038
C -5.387 -1.599 1.919
N -6.930 -1.205 5.817
H -9.125 -0.024 3.483
H -7.583 0.719 3.787
H -8.710 0.713 5.066
H -8.684 -1.968 4.864
H -7.765 -2.169 2.671
H -6.648 -2.884 3.808
H -5.238 -2.674 2.073
H -4.364 -1.228 1.798
H -5.824 -1.304 0.962
H -7.052 -0.315 6.278
H -5.976 -1.255 5.482
C -1.613 1.773 -5.516
C -1.506 0.614 -4.539
C -0.052 0.535 -4.047
O 0.181 -0.673 -3.336
C 1.520 -1.056 -3.094
N -2.468 0.919 -3.476
H -2.558 1.909 -6.034
H -0.866 1.659 -6.310
H -1.309 2.672 -4.973
H -1.656 -0.361 -5.014
H 0.092 1.422 -3.420
H 0.606 0.484 -4.920
H 1.359 -1.995 -2.554
H 2.013 -0.431 -2.346
H 2.128 -1.238 -3.979
H -2.352 0.293 -2.679
H -2.263 1.835 -3.086
C 5.351 -1.595 -2.684
C 5.980 -0.478 -3.514
C 5.440 0.907 -3.086
O 4.052 1.026 -3.234
C 3.561 2.234 -2.678
N 7.418 -0.577 -3.414
H 5.578 -2.557 -3.145
H 4.266 -1.500 -2.642
H 5.776 -1.542 -1.682
H 5.676 -0.646 -4.553
H 5.977 1.649 -3.696
H 5.721 1.121 -2.043
H 2.479 2.289 -2.791
H 3.995 3.085 -3.211
H 3.790 2.300 -1.610
H 7.883 0.217 -3.850
H 7.601 -0.402 -2.420
C 2.344 -3.302 2.524
C 2.393 -1.941 3.230
C 1.154 -1.505 3.971
O 0.160 -0.978 3.121
C -0.874 -0.320 3.781
N 3.475 -2.072 4.227
H 1.962 -4.054 3.211
H 3.328 -3.526 2.116
H 1.717 -3.288 1.624
H 2.785 -1.154 2.571
H 1.462 -0.664 4.614
H 0.796 -2.229 4.716
H -1.516 0.289 3.134
H -0.693 0.408 4.581
H -1.614 -1.050 4.137
H 3.533 -1.242 4.819
H 4.376 -2.157 3.766
C 1.842 0.793 -0.650
C 0.351 0.724 -0.410
C -0.224 -0.655 -0.519
O -1.654 -0.494 -0.513
C -2.385 -1.691 -0.617
N 0.145 1.282 0.973
H 2.145 0.176 -1.502
H 2.459 0.377 0.159
H 2.176 1.830 -0.685
H -0.134 1.455 -1.060
H 0.048 -1.404 0.227
H 0.050 -1.016 -1.522
H -3.400 -1.439 -0.956
H -2.612 -2.064 0.391
H -2.035 -2.428 -1.341
H 0.620 0.614 1.578
H -0.832 1.108 1.200
C 0.055 3.612 -2.485
C -0.943 4.440 -1.716
C -0.371 5.814 -1.323
O 0.000 6.561 -2.481
C 0.601 7.792 -2.159
N -2.196 4.560 -2.467
H 0.476 4.043 -3.394
H -0.366 2.633 -2.726
H 0.944 3.393 -1.883
H -1.192 3.923 -0.783
H 0.493 5.715 -0.654
H -1.154 6.417 -0.847
H 1.284 7.642 -1.319
H -0.120 8.589 -1.941
H 1.139 8.153 -3.037
H -1.916 5.058 -3.311
H -2.875 5.138 -1.987
C -0.653 4.151 2.684
C 0.453 5.171 2.420
C 1.035 5.817 3.666
O 0.018 6.638 4.203
C 0.254 7.091 5.511
N 1.505 4.531 1.600
H -1.565 4.579 3.110
H -0.332 3.410 3.425
H -0.933 3.607 1.783
H 0.050 5.970 1.789
H 1.945 6.365 3.406
H 1.281 5.014 4.373
H -0.543 7.784 5.775
H 1.167 7.706 5.497
H 0.411 6.361 6.310
H 2.110 3.909 2.138
H 0.976 3.912 0.992
C 5.376 -1.674 0.570
C 6.826 -1.819 0.992
C 7.036 -2.447 2.384
O 6.359 -1.687 3.356
C 6.808 -1.936 4.677
N 7.541 -2.574 -0.046
H 5.309 -1.207 -0.412
H 4.833 -1.032 1.268
H 4.864 -2.637 0.568
H 7.386 -0.880 1.057
H 8.115 -2.423 2.570
H 6.620 -3.465 2.362
H 7.844 -1.617 4.828
H 6.628 -2.985 4.920
H 6.225 -1.278 5.324
H 8.522 -2.642 0.201
H 7.149 -3.505 -0.136
C -5.729 -1.993 -4.713
C -5.067 -1.317 -3.510
O -4.210 -2.230 -2.836
O -6.889 -2.704 -4.281
H -5.049 -2.746 -5.124
H -6.044 -1.308 -5.498
H -5.869 -1.007 -2.841
H -4.476 -0.452 -3.823
H -3.309 -2.244 -3.246
H -6.685 -3.300 -3.556
C 0.190 -5.012 -0.781
C -0.039 -6.382 -1.422
O -0.953 -7.168 -0.667
O -0.970 -4.184 -0.864
H 0.994 -4.467 -1.278
H 0.401 -5.153 0.283
H 0.868 -6.987 -1.487
H -0.351 -6.340 -2.470
H -1.768 -6.643 -0.560
H -1.571 -4.452 -0.135
*
```

The energy above the lowest of the compared OMol25 structures with the same formula, charge and spin comes out at 64.5 kcal/mol. The calculation puts the LUMO energy at 0.0125 hartree. The value obtained for the gap between HOMO and LUMO is 8.937 eV. The value obtained for the strongest force on any atom is 4.46 eV/A.